(1)
41
Properties=species:S:1:pos:R:3:lowdin_charge:R:1 method="wB97M-V/def2-TZVPD" gap_ha=0.31888 lumo_energy_ev=0.834 homo_ev=-7.84 smiles=O[C@@H](CNCCc1c[nH]c2ccccc12)c1ccccc1 de_lowest_kcal_mol=19.1
O 0.52600 0.17682 -2.18220 -0.0244
C 1.62868 0.85669 -1.64370 -0.3353
C 1.12703 2.06591 -0.82563 -0.1638
N 0.18296 1.56003 0.14552 -0.0650
C -0.63184 2.54806 0.81663 -0.2204
C -1.73067 1.84057 1.62185 -0.1305
C -2.50192 0.92008 0.73416 -0.1949
C -3.54541 1.24866 -0.08023 -0.0480
N -3.94223 0.15817 -0.80697 0.0795
C -3.15113 -0.90332 -0.47961 -0.2136
C -3.15831 -2.21173 -0.94610 -0.0215
C -2.22851 -3.08183 -0.42051 -0.0952
C -1.31530 -2.66543 0.55236 -0.1094
C -1.30260 -1.37008 1.01764 -0.0438
C -2.22505 -0.46193 0.49735 -0.1409
C 2.50180 -0.01381 -0.76096 -0.1841
C 3.78060 0.41560 -0.42450 -0.0458
C 4.57489 -0.33756 0.42040 -0.0875
C 4.10083 -1.53189 0.93804 -0.0972
C 2.83360 -1.97065 0.59712 -0.0780
C 2.03749 -1.21691 -0.24831 -0.0345
H -0.15372 0.17538 -1.48991 0.0748
H 2.22306 1.21129 -2.49466 0.1522
H 1.97861 2.60967 -0.38400 0.1209
H 0.59080 2.74683 -1.49340 0.1268
H 0.66307 0.97616 0.82419 0.1203
H -0.04886 3.21192 1.48018 0.1179
H -1.09743 3.16915 0.04492 0.1204
H -1.27484 1.27067 2.43347 0.1115
H -2.39058 2.59353 2.05660 0.1140
H -4.04697 2.19138 -0.19192 0.1222
H -4.68932 0.14534 -1.47954 0.1545
H -3.86886 -2.53289 -1.69363 0.1065
H -2.20368 -4.10618 -0.76143 0.0985
H -0.60774 -3.38200 0.94379 0.0976
H -0.59303 -1.06425 1.77228 0.1079
H 4.15587 1.34421 -0.83211 0.1130
H 5.56730 0.00611 0.67435 0.1002
H 4.72100 -2.11951 1.59912 0.0985
H 2.46075 -2.90504 0.99097 0.1000
H 1.05367 -1.56722 -0.52162 0.0967



(2)
44
Properties=species:S:1:pos:R:3:lowdin_charge:R:1 method="wB97M-V/def2-TZVPD" gap_ha=0.33223 lumo_energy_ev=0.300 homo_ev=-8.74 smiles="N[C@@H](Cc1ccccc1)C(=O)N[C@@H](Cc1ccc(O)cc1)C(=O)O" de_lowest_kcal_mol=124.4
N -1.11710 0.23565 2.54337 0.0290
C -1.35160 -0.72344 1.50102 -0.2923
C -2.92586 -0.91147 1.29293 -0.0603
C -3.43445 0.24746 0.44236 -0.2733
C -3.86304 1.35741 1.13775 -0.0447
C -4.56339 2.40883 0.46673 -0.0575
C -4.87111 2.22497 -0.87787 -0.0960
C -4.53837 1.04962 -1.57411 -0.0725
C -3.81094 0.10450 -0.88643 -0.0662
C -0.53642 -0.07583 0.32400 -0.3998
O -0.64336 1.11211 0.04518 0.1165
N 0.00625 -1.04457 -0.50297 0.0777
C 1.17659 -1.98087 -0.58645 -0.1561
C 2.48279 -1.59894 0.27988 -0.1099
C 3.01740 -0.26402 0.01031 -0.2568
C 2.82337 0.36236 -1.33529 0.0003
C 3.64407 1.44334 -1.68424 -0.0230
C 4.83837 1.74424 -0.97175 -0.3555
O 5.84426 2.37311 -1.66115 0.0213
C 5.02085 1.11779 0.24848 -0.0116
C 4.05552 0.19873 0.77768 -0.0463
C 0.67102 -3.42991 -0.35687 -0.4921
O 1.47911 -4.22929 0.10152 0.0914
O -0.62202 -3.43873 -0.66549 0.0717
H -0.73155 -0.25136 3.37385 0.0938
H -0.47455 1.01899 2.31835 0.0926
H -0.79581 -1.70206 1.70298 0.1524
H -3.03151 -1.81877 0.83679 0.0657
H -3.44560 -0.79727 2.37999 0.1711
H -3.74763 1.42504 2.26881 0.1286
H -4.74914 3.31809 0.97550 0.0850
H -5.17073 3.08145 -1.43305 0.0872
H -4.68430 1.01552 -2.66742 0.1111
H -3.18478 -0.61006 -1.39036 0.1052
H 0.10293 -0.43743 -1.25210 0.0967
H 1.54040 -1.98706 -1.69476 0.1833
H 2.27234 -1.68209 1.40177 0.1395
H 3.27702 -2.38361 0.27668 0.1385
H 2.05489 -0.05044 -1.91444 0.0626
H 3.46192 1.98847 -2.73300 0.1520
H 5.28669 2.92172 -2.31551 0.1368
H 5.98254 1.39751 0.76706 0.1325
H 4.03896 -0.34808 1.81392 0.1497
H -0.78402 -2.38161 -0.78361 0.1214



(3)
45
Properties=species:S:1:pos:R:3:lowdin_charge:R:1 method="wB97M-V/def2-TZVPD" gap_ha=0.35245 lumo_energy_ev=0.631 homo_ev=-8.96 smiles="CN(C)C(=O)COC(=O)[C@H](Cc1ccccc1)NC(=O)c1ccco1" de_lowest_kcal_mol=23.0
C 0.68096 -0.22154 -2.93439 -0.0347
N 2.04013 -0.14133 -2.45164 -0.1345
C 2.88639 -1.24014 -2.86106 -0.0311
C 2.55481 0.80747 -1.65114 -0.4571
O 3.73638 0.87462 -1.37156 0.0574
C 1.58572 1.86375 -1.09521 -0.0484
O 0.35116 1.33049 -0.62339 -0.0043
C 0.40916 0.51380 0.42246 -0.4574
O 1.40698 0.21748 1.02156 0.1596
C -0.98122 -0.02112 0.77948 -0.2026
C -1.60659 0.87159 1.86176 -0.0804
C -1.67225 2.29370 1.37729 -0.2392
C -2.70259 2.70488 0.54223 -0.0383
C -2.73598 3.99801 0.05210 -0.0784
C -1.73555 4.89392 0.38841 -0.0896
C -0.70475 4.49223 1.22039 -0.0765
C -0.67414 3.19916 1.71183 -0.0442
N -0.86030 -1.38549 1.24229 0.1207
C -0.66891 -2.38575 0.33444 -0.3961
O -0.81238 -2.21992 -0.86253 0.0859
C -0.33671 -3.68981 0.92984 -0.1834
C -0.21016 -4.11334 2.23270 -0.0036
C 0.12354 -5.48066 2.17105 -0.0499
C 0.17813 -5.78891 0.84217 -0.1019
O -0.09770 -4.72198 0.09504 0.0801
H 0.10772 -0.96220 -2.36891 0.0708
H 0.17977 0.73968 -2.87079 0.0894
H 0.70740 -0.53164 -3.98094 0.0948
H 3.02433 -1.23103 -3.94458 0.0922
H 2.42655 -2.18522 -2.56651 0.0945
H 3.85250 -1.13054 -2.37329 0.0865
H 1.31997 2.59195 -1.86453 0.1409
H 2.11241 2.36655 -0.27844 0.1388
H -1.59488 -0.02122 -0.12599 0.1619
H -2.60514 0.49419 2.08986 0.1286
H -0.99204 0.80987 2.76282 0.1273
H -3.48352 2.00702 0.27617 0.1164
H -3.54331 4.30686 -0.59552 0.1026
H -1.75935 5.90270 0.00379 0.1009
H 0.07853 5.18670 1.48630 0.1042
H 0.13458 2.88825 2.35833 0.1205
H -0.47425 -1.50144 2.16625 0.1380
H -0.34325 -3.53516 3.12439 0.1101
H 0.29948 -6.14032 2.99546 0.1030
H 0.39836 -6.70611 0.33202 0.1264



(4)
44
Properties=species:S:1:pos:R:3:lowdin_charge:R:1 method="wB97M-V/def2-TZVPD" gap_ha=0.32771 lumo_energy_ev=0.500 homo_ev=-8.42 smiles="C=CCN(CC=C)CC(=O)Nc1cccc(Oc2cnccn2)c1" de_lowest_kcal_mol=51.1
C -5.02752 -1.29819 -2.09218 0.0119
C -3.80097 -1.29828 -1.60600 -0.1777
C -3.45504 -1.58139 -0.17714 -0.2062
N -2.52633 -0.58386 0.33797 -0.2181
C -1.89866 -1.01074 1.57966 -0.1983
C -0.72551 -1.91992 1.35426 -0.1476
C -0.18647 -2.20653 0.18411 -0.0032
C -3.12717 0.73261 0.43587 -0.0923
C -2.07753 1.84544 0.46456 -0.4509
O -2.32481 2.95486 0.88139 0.0721
N -0.89060 1.42864 -0.04410 0.1437
C 0.33036 2.09406 -0.10251 -0.1986
C 0.45882 3.46015 0.12837 -0.0115
C 1.70778 4.04882 0.04601 -0.0688
C 2.83106 3.29896 -0.24973 -0.0132
C 2.69841 1.93204 -0.46733 -0.2339
O 3.85387 1.24634 -0.80467 0.0645
C 4.08278 -0.00135 -0.37865 -0.3025
C 5.23991 -0.64977 -0.85307 -0.0507
N 5.54886 -1.86408 -0.46281 0.0752
C 4.73520 -2.46149 0.40548 -0.1361
C 3.60485 -1.82316 0.87962 -0.1185
N 3.27580 -0.59921 0.48595 0.1479
C 1.45443 1.32988 -0.41108 0.0477
H -5.22987 -1.10637 -3.13180 0.0540
H -5.88376 -1.50095 -1.46940 0.0594
H -2.95317 -1.08953 -2.24473 0.1062
H -2.94933 -2.55135 -0.12333 0.1229
H -4.37296 -1.64117 0.43177 0.1288
H -1.53859 -0.12518 2.11524 0.1307
H -2.62049 -1.51302 2.24758 0.1299
H -0.31385 -2.33657 2.26406 0.0990
H 0.66470 -2.85937 0.09573 0.0495
H -0.58159 -1.81215 -0.73729 0.0561
H -3.74350 0.89741 -0.45383 0.1300
H -3.77987 0.85356 1.31501 0.1400
H -0.87603 0.44178 -0.28778 0.1131
H -0.41337 4.04201 0.37410 0.1004
H 1.80721 5.10922 0.22019 0.1067
H 3.80849 3.74967 -0.31219 0.1154
H 5.90310 -0.16211 -1.55223 0.1190
H 5.01014 -3.46015 0.71061 0.0994
H 2.93002 -2.28031 1.59010 0.1021
H 1.35118 0.27075 -0.58578 0.1026



(5)
47
Properties=species:S:1:pos:R:3:lowdin_charge:R:1 method="wB97M-V/def2-TZVPD" gap_ha=0.32581 lumo_energy_ev=0.496 homo_ev=-8.37 smiles="COc1cccc(OCc2nnc(SCC(=O)NCc3ccco3)n2C)c1" de_lowest_kcal_mol=66.0
C 3.86072 -2.45031 2.95010 -0.0839
O 4.59314 -2.69856 1.77404 -0.0761
C 4.00897 -2.43607 0.57619 -0.2721
C 4.78778 -2.69471 -0.55572 -0.0153
C 4.27497 -2.45448 -1.80963 -0.0742
C 2.99000 -1.95655 -1.97902 -0.0327
C 2.21823 -1.69727 -0.85792 -0.2592
O 0.93620 -1.21664 -0.88276 -0.0704
C 0.41739 -0.75682 -2.11381 -0.1151
C -0.82877 0.00950 -1.85208 -0.2838
N -1.04848 1.22860 -2.25058 0.0935
N -2.28269 1.58268 -1.86419 0.0008
C -2.80188 0.56705 -1.21760 -0.6271
S -4.37818 0.48691 -0.49829 1.0021
C -4.85857 2.24630 -0.57809 -0.3371
C -4.07207 2.99270 0.49456 -0.5911
O -4.48049 3.10485 1.62972 0.0509
N -2.89821 3.48873 0.04966 0.0663
C -1.84187 3.82030 0.99091 -0.0784
C -0.98739 2.61334 1.21733 -0.2564
C -1.29466 1.40644 1.77681 -0.0214
C -0.14240 0.59809 1.62637 -0.0703
C 0.77348 1.37064 0.98321 -0.1267
O 0.26945 2.58831 0.72762 0.0546
N -1.92008 -0.47068 -1.18031 -0.0418
C -2.10621 -1.74658 -0.55357 -0.0162
C 2.72544 -1.93823 0.41879 0.0528
H 2.95521 -3.06375 2.99560 0.0964
H 4.52144 -2.72315 3.77130 0.0941
H 3.58905 -1.39369 3.03919 0.0962
H 5.78466 -3.07989 -0.41842 0.1159
H 4.87898 -2.65598 -2.68122 0.1082
H 2.61431 -1.78364 -2.97419 0.1028
H 1.11749 -0.07869 -2.61438 0.1387
H 0.19941 -1.60760 -2.77930 0.1428
H -4.66173 2.60315 -1.58626 0.0809
H -5.92251 2.25894 -0.34780 0.0851
H -2.58303 3.18662 -0.87229 0.0970
H -1.23624 4.63253 0.58599 0.1306
H -2.32384 4.13234 1.92114 0.1296
H -2.22221 1.14050 2.24229 0.1138
H -0.02256 -0.41497 1.95093 0.0960
H 1.77705 1.17571 0.66175 0.1210
H -2.72020 -1.61701 0.33778 0.0817
H -1.13319 -2.14810 -0.27834 0.0914
H -2.61338 -2.43552 -1.23294 0.1025
H 2.08747 -1.71534 1.25742 0.1034